#A
Entry from OMol25: a molecular structure, C25H19BIrN5O8S2 (wB97M-V/def2-TZVPD).

Geometry as XYZ:
```
61
Properties=species:S:1:pos:R:3:nbo_charge:R:1
Ir 0.0305 -0.4161 0.0203 1.54
O 0.6513 2.5765 -3.0073 -0.60
C 0.3910 1.5800 -2.3556 0.62
N 1.0142 1.1886 -1.2164 -0.49
C 2.1845 1.7315 -0.7358 0.18
C 3.1145 2.4465 -1.4978 -0.23
C 4.3041 2.8539 -0.9295 -0.24
C 4.5780 2.5762 0.4058 -0.22
C 3.6574 1.8970 1.1756 -0.22
C 2.4563 1.4583 0.6057 0.10
N 1.5544 0.6537 1.2433 -0.51
C 1.4964 0.4386 2.5835 0.64
O 1.8080 1.2208 3.4593 -0.58
C 1.1008 -0.9684 2.8766 0.14
C 0.9835 -1.4658 4.1594 -0.21
C 0.7458 -2.8223 4.3125 -0.13
C 0.6726 -3.6313 3.1916 -0.23
C 0.7803 -3.0441 1.9413 0.08
N 0.9861 -1.7419 1.8032 -0.40
C -0.6971 0.6489 -2.7674 0.17
C -1.7368 1.0533 -3.5813 -0.19
C -2.7417 0.1438 -3.8606 -0.13
C -2.6445 -1.1448 -3.3548 -0.26
C -1.5549 -1.4679 -2.5636 0.08
N -0.6099 -0.5773 -2.2720 -0.45
H 2.8833 2.6637 -2.5288 0.24
H 5.0335 3.3863 -1.5261 0.20
H 5.5191 2.8863 0.8415 0.20
H 3.8537 1.6788 2.2154 0.23
H 1.0648 -0.7879 4.9967 0.24
H 0.6264 -3.2540 5.2974 0.22
H 0.5246 -4.6981 3.2734 0.22
H 0.7207 -3.6175 1.0254 0.23
H -1.7560 2.0743 -3.9333 0.25
H -3.5960 0.4377 -4.4556 0.22
H -3.4034 -1.8892 -3.5530 0.22
H -1.4427 -2.4498 -2.1224 0.22
O -1.4227 -0.2523 1.9296 -0.96
S -2.1008 -1.5049 1.6251 2.40
O -2.1777 -2.3947 2.7587 -0.96
O -1.4660 -2.1428 0.4232 -0.97
C -3.7668 -1.3095 1.0127 -0.35
C -4.5692 -2.4363 1.1456 -0.18
C -5.7672 -2.5138 0.4556 -0.22
C -6.1677 -1.4652 -0.3614 -0.21
C -5.3747 -0.3340 -0.4785 -0.21
C -4.1617 -0.2634 0.1894 -0.22
S -3.1896 1.2397 0.0187 2.43
O -3.8498 1.9901 -1.0330 -0.99
O -3.1964 1.8517 1.3173 -0.95
O -1.8693 0.7714 -0.4779 -1.05
H -4.2240 -3.2328 1.7900 0.24
H -6.3790 -3.4027 0.5386 0.21
H -7.0954 -1.5321 -0.9151 0.21
H -5.6576 0.5102 -1.0921 0.25
B 2.9886 -3.6968 -1.8304 -0.59
C 2.1577 -2.5043 -1.2725 0.45
N 1.5602 -1.6068 -0.8632 -0.51
H 3.3723 -4.3304 -0.8739 0.01
H 3.9072 -3.2426 -2.4683 0.02
H 2.2594 -4.3330 -2.5565 0.01
```

Net charge: -1
LUMO level (alpha / beta) (eV): 0.29 / 0.24
Gap between HOMO and LUMO (alpha / beta) (eV): 5.5 / 5.5
Expectation value of S²: 0.760
2S+1: 2



#B
Entry from OMol25: a molecular structure, C25H19BIrN5O8S2 (wB97M-V/def2-TZVPD).

Geometry as XYZ:
```
61
Properties=species:S:1:pos:R:3:nbo_charge:R:1
Ir -0.4114 0.0877 -0.0413 1.52
O 2.2246 -3.4155 -0.2955 -0.60
C 1.3405 -2.5727 -0.3744 0.61
N 0.9353 -1.7304 0.6024 -0.47
C 1.2658 -1.8077 1.9087 0.19
C 1.7271 -2.9628 2.5583 -0.23
C 1.9220 -2.9592 3.9191 -0.24
C 1.6937 -1.8057 4.6756 -0.22
C 1.2776 -0.6469 4.0705 -0.23
C 1.0377 -0.6179 2.6834 0.12
N 0.4861 0.4225 2.0435 -0.51
C 0.3913 1.7016 2.4885 0.64
O 1.1808 2.2794 3.2164 -0.58
C -0.8862 2.3364 2.0148 0.13
C -1.2409 3.6400 2.3323 -0.20
C -2.5050 4.0784 1.9692 -0.13
C -3.3792 3.2001 1.3491 -0.23
C -2.9331 1.9210 1.0507 0.09
N -1.7193 1.5238 1.3712 -0.40
C 0.5812 -2.3479 -1.6501 0.17
C 1.1060 -2.7204 -2.8795 -0.19
C 0.3779 -2.4365 -4.0215 -0.13
C -0.8655 -1.8346 -3.8909 -0.26
C -1.3233 -1.5134 -2.6217 0.08
N -0.6050 -1.7526 -1.5396 -0.46
H 1.9106 -3.8462 1.9701 0.24
H 2.2477 -3.8590 4.4167 0.20
H 1.8384 -1.8278 5.7458 0.20
H 1.1046 0.2480 4.6479 0.23
H -0.5259 4.2752 2.8340 0.24
H -2.8201 5.0894 2.1771 0.22
H -4.3848 3.4930 1.0908 0.22
H -3.5567 1.1892 0.5562 0.23
H 2.0800 -3.1787 -2.9093 0.25
H 0.7750 -2.6730 -4.9981 0.22
H -1.4728 -1.6020 -4.7529 0.22
H -2.2719 -1.0180 -2.4662 0.22
O 0.1594 2.3376 -0.5330 -0.95
S -0.9636 2.5150 -1.4426 2.40
O -1.7339 3.7081 -1.1519 -0.97
O -1.8169 1.3008 -1.4793 -0.97
C -0.5386 2.5910 -3.1752 -0.35
C -1.4942 3.1897 -3.9796 -0.18
C -1.4304 3.0389 -5.3545 -0.22
C -0.4041 2.2973 -5.9230 -0.21
C 0.5585 1.7191 -5.1117 -0.21
C 0.4694 1.8456 -3.7371 -0.22
S 1.7452 1.0952 -2.7194 2.43
O 2.5277 0.2861 -3.6431 -0.99
O 2.4557 2.1963 -2.1295 -0.95
O 1.0297 0.1912 -1.7996 -1.05
H -2.2723 3.7555 -3.4955 0.24
H -2.1915 3.4789 -5.9795 0.21
H -0.3602 2.1607 -6.9932 0.21
H 1.3828 1.1458 -5.5062 0.25
B -4.3561 -2.3305 1.4856 -0.60
C -3.0187 -1.6633 1.1049 0.44
N -1.9931 -1.1889 0.8536 -0.53
H -4.9627 -1.5282 2.1428 0.01
H -4.1131 -3.3269 2.1067 0.02
H -4.9124 -2.6245 0.4623 0.01
```

Net charge: -1
LUMO level (alpha / beta) (eV): -0.24 / 0.11
Gap between HOMO and LUMO (alpha / beta) (eV): 4.9 / 5.2
Expectation value of S²: 0.873
2S+1: 2



Most stable = #A



#A
Entry from OMol25: a single C2H2N4O2 molecule (wB97M-V/def2-TZVPD).

Geometry as XYZ:
```
10
Properties=species:S:1:pos:R:3:nbo_charge:R:1
H -2.6586 -1.5397 0.4530 0.35
N -2.7762 -0.4504 0.3597 -0.60
C -1.5413 -0.0225 0.0842 0.55
N -1.0822 1.2105 0.1691 -0.19
N 0.1736 1.2642 -0.3055 0.10
N 0.6062 -0.0386 -0.5855 -0.07
C 1.9047 -0.5147 -0.0942 0.48
O 3.0628 -0.0145 0.5797 -0.48
O -0.5275 -0.9199 -0.2385 -0.33
H 1.7460 -1.6621 -0.5872 0.18
```

LUMO level (eV): -2.30
Gap between HOMO and LUMO (eV): 8.1
SMILES: [H]/N=c1/nnn(C=O)o1



#B
Entry from OMol25: a single C2H2N4O2 molecule (wB97M-V/def2-TZVPD).

Geometry as XYZ:
```
10
Properties=species:S:1:pos:R:3:nbo_charge:R:1
O -3.1110 -0.1950 -0.3398 -0.54
C -1.9870 -0.1335 0.5040 0.44
N -1.0594 0.7830 -0.0600 -0.49
C 0.1150 0.2926 -0.1469 0.48
N 0.5528 -0.9918 -0.0337 -0.29
N 1.7678 -0.9988 -0.0870 0.23
O 2.3546 0.0730 -0.0385 -0.10
N 1.2791 1.0614 0.1952 -0.34
H -1.8540 -0.9542 1.1420 0.18
H 1.3551 1.9994 -0.3603 0.42
```

LUMO level (eV): -1.18
Gap between HOMO and LUMO (eV): 8.5
SMILES: O=C/N=c1\nno[nH]1



#C
Entry from OMol25: a single C2H2N4O2 molecule (wB97M-V/def2-TZVPD).

Geometry as XYZ:
```
10
Properties=species:S:1:pos:R:3:nbo_charge:R:1
O -2.8682 -0.0758 -0.0288 -0.49
N -1.7477 0.7856 -0.0991 -0.07
C -0.5506 0.4197 0.0581 0.45
N 0.3558 1.4713 0.0664 -0.08
N 1.6335 1.2343 0.0764 -0.13
C 1.9365 -0.2029 0.0341 0.10
N 1.1075 -1.1909 -0.2015 -0.07
O -0.2120 -0.9366 0.3330 -0.38
H -2.5605 -0.9097 0.0883 0.46
H 2.9056 -0.5951 -0.3269 0.22
```

LUMO level (eV): -1.97
Gap between HOMO and LUMO (eV): 8.3
SMILES: O/N=c1/nncno1



#D
Entry from OMol25: a single C2H2N4O2 molecule (wB97M-V/def2-TZVPD).

Geometry as XYZ:
```
10
Properties=species:S:1:pos:R:3:nbo_charge:R:1
H 1.4943 -0.6103 2.7481 0.40
N 1.7875 -0.6190 1.7067 -0.61
C 0.9306 -0.5906 0.7643 0.57
N -0.2154 -0.0788 1.2404 -0.14
N -1.0312 0.5466 0.5080 -0.17
C -0.8665 0.4380 -0.9199 0.59
O -1.7867 0.9029 -1.6181 -0.60
N 0.3138 0.0144 -1.3812 -0.23
O 1.0437 -0.8772 -0.5118 -0.32
H -1.6700 0.8741 -2.5365 0.52
```

LUMO level (eV): -1.26
Gap between HOMO and LUMO (eV): 8.6
SMILES: [H]/N=c1\nnc(O)no1



Most stable = #D



#A
Entry from OMol25: a single C2H2N4O2 molecule (wB97M-V/def2-TZVPD).

Geometry as XYZ:
```
10
Properties=species:S:1:pos:R:3:nbo_charge:R:1
H -1.8458 1.9655 -0.2091 0.38
N -0.8548 1.6486 0.0164 -0.70
C -0.8082 0.3944 0.0718 0.65
O -1.7439 -0.5678 -0.0872 -0.35
N -1.2299 -1.8625 -0.0582 0.15
N -0.0049 -1.8108 0.0788 0.03
N 0.3731 -0.4597 0.2358 -0.37
C 1.7147 0.0306 -0.0049 0.56
O 2.7952 -0.4498 -0.1027 -0.48
H 1.6045 1.1115 0.0594 0.14
```

LUMO level (eV): -0.09
Gap between HOMO and LUMO (eV): 10.5
SMILES: [H]/N=c1\onnn1C=O



#B
Entry from OMol25: a single C2H2N4O2 molecule (wB97M-V/def2-TZVPD).

Geometry as XYZ:
```
10
Properties=species:S:1:pos:R:3:nbo_charge:R:1
H -1.7054 1.0672 0.7330 0.38
N -2.0554 -0.0193 0.2964 -0.60
C -1.0716 -0.8722 -0.1266 0.20
N 0.1679 -0.3018 -0.2073 -0.19
O 1.2173 -1.2225 -0.1442 -0.19
N 2.3231 -0.3285 0.1366 0.20
N 1.9839 0.8394 0.2320 -0.22
C 0.6316 0.9829 -0.1939 0.70
O -0.1781 1.7590 -0.2956 -0.51
H -1.3133 -1.9042 -0.4305 0.23
```

LUMO level (eV): -0.91
Gap between HOMO and LUMO (eV): 9.1
SMILES: [H]/N=C\n1onnc1=O



Most stable = #A



#A
Entry from OMol25: a single C4H3ClOS molecule (wB97M-V/def2-TZVPD).

Geometry as XYZ:
```
10
Properties=species:S:1:pos:R:3:nbo_charge:R:1
S 2.4482 -0.5124 -0.0583 0.03
C 0.6849 -0.2190 0.0088 -0.20
C 0.1951 1.0393 -0.2010 0.01
O -1.0987 1.0689 0.1469 -0.41
C -1.4884 -0.2372 0.0936 0.24
Cl -3.1641 -0.4071 -0.1133 0.06
C -0.5357 -1.1455 0.1974 -0.33
H 2.9280 0.7814 -0.1995 0.14
H 0.7341 1.8999 0.2015 0.20
H -0.7035 -2.2683 -0.0762 0.27
```

LUMO level (eV): 0.71
Gap between HOMO and LUMO (eV): 9.2
SMILES: Sc1coc(Cl)c1



#B
Entry from OMol25: 2 unconnected molecules or ions with the total composition C4H3ClOS (wB97M-V/def2-TZVPD).

Geometry as XYZ:
```
10
Properties=species:S:1:pos:R:3:nbo_charge:R:1
C 0.6738 0.0260 -0.7729 -0.34
C 0.2447 0.0880 -2.1022 -0.13
C 2.4898 2.8662 -2.2516 0.50
C -0.2680 0.0790 0.2170 -0.25
O 1.7149 3.6271 -2.5947 -0.51
S 1.2800 0.0663 -3.3853 0.09
Cl -1.5453 0.0861 -2.4860 -0.02
H 1.6618 0.0526 -0.4788 0.25
H -0.0349 0.1265 1.2947 0.20
H -1.2685 0.4199 0.2675 0.21
```

LUMO level (eV): -1.40
Gap between HOMO and LUMO (eV): 7.8



Most stable = #B